# 1
{"formula": "C4H2S4", "method": "ωB97M-V/def2-TZVPD", "e_above_lowest_kcal_mol": 66.1, "charge": 0, "spin_multiplicity": 1, "homo_ev": [-8.9, -8.3], "homo_lumo_gap_ev": [7.24, 6.76], "total_energy_ha": -1746.24275, "elements": ["C", "C", "C", "C", "S", "S", "S", "S", "H", "H"], "xyz": [[1.35589, -0.56097, -0.53331], [1.78677, 0.43897, 0.32662], [-0.00391, -0.38854, -0.88433], [-0.62664, 0.59720, -0.23103], [0.48929, 1.46278, 0.88933], [-2.35981, -1.94886, 0.73812], [-2.19259, 1.32380, -0.25202], [-3.37402, -0.35196, 0.52355], [2.04386, -1.17552, -0.94395], [2.88117, 0.60311, 0.36702]]}



# 2
{"formula": "C4H30N2O13", "method": "ωB97M-V/def2-TZVPD", "e_above_lowest_kcal_mol": 126.8, "charge": 0, "spin_multiplicity": 1, "homo_ev": -10.3, "homo_lumo_gap_ev": 9.88, "total_energy_ha": -1257.97811, "elements": ["C", "C", "C", "O", "N", "C", "N", "O", "H", "H", "H", "H", "H", "H", "H", "H", "H", "H", "O", "H", "H", "O", "H", "H", "O", "H", "H", "O", "H", "H", "O", "H", "H", "O", "H", "H", "O", "H", "H", "O", "H", "H", "O", "H", "H", "O", "H", "H", "O"], "xyz": [[1.30649, 0.40875, 2.06889], [1.05749, -1.10913, 2.07681], [-0.28949, -1.41562, 2.51222], [-1.29703, -1.56673, 1.86899], [0.28736, 1.11137, 1.42984], [0.15680, 1.19096, 0.08099], [1.19728, 1.16558, -0.78371], [-1.00622, 1.34591, -0.39682], [1.24945, 0.64313, 3.14225], [2.36661, 0.60587, 1.72726], [1.93589, -1.68594, 2.50507], [1.21821, -1.40286, 0.97290], [-0.48155, -1.47014, 3.63476], [-0.73807, 0.96171, 1.72772], [2.01454, 0.69359, -0.88031], [0.97176, 1.44689, -1.76811], [-2.06848, -3.61919, 2.21527], [-3.14366, -3.42785, 3.30192], [-2.34025, -3.93389, 3.11348], [-0.22074, -1.18044, -2.72955], [-1.26568, 0.00257, -3.03516], [-1.16798, -0.97752, -2.88279], [3.24228, -4.06419, 0.01777], [3.90842, -3.35171, 1.11195], [3.06375, -3.46087, 0.82142], [0.49125, 3.40040, 1.33714], [1.25457, 3.82744, 0.15024], [1.27124, 3.93615, 1.16989], [-2.16583, -1.88214, -1.80239], [-3.59398, -2.23247, -1.24420], [-2.74421, -2.72466, -1.60259], [0.11004, -4.51063, -1.44188], [1.21914, -3.55952, -1.92423], [0.99059, -4.29490, -1.34191], [-1.66800, 3.84194, -2.13178], [-1.17631, 4.83548, -0.97795], [-1.30759, 4.74144, -1.92195], [-3.20474, 2.22695, -2.32616], [-1.75299, 1.87144, -1.73357], [-2.26489, 2.44833, -2.48055], [3.36051, -1.83409, -0.63786], [3.65925, -1.01147, -1.78909], [3.01148, -1.17192, -1.10321], [-2.31278, 0.51565, 2.07849], [-3.83255, 0.81210, 2.14597], [-3.02854, 0.99399, 2.63942], [0.44548, 4.34806, -2.33196], [2.00463, 4.59385, -2.40748], [1.27704, 3.91833, -2.17546]]}



Number 1 is which compound? C4H2S4



What is the formula in the second record? C4H30N2O13



Number 2 is which compound? C4H30N2O13